Record 1
An isolated molecule of C5H9N at a distorted geometry, computed with ωB97M-V/def2-TZVPD.

Structure (XYZ):
```
15
Properties=species:S:1:pos:R:3:forces:R:3
C 2.209 -1.115 -1.744 -0.9816 0.7130 -0.2225
C 0.902 -0.932 -1.498 0.8297 -0.9702 0.3983
C 0.358 -0.093 -0.446 -0.5816 0.5133 -1.0254
C -0.965 -0.041 -0.246 0.1971 0.1593 0.6132
N -1.543 0.789 0.708 -0.4580 0.3611 1.2716
C -1.042 0.926 2.064 1.3042 -0.6643 -0.5049
H 2.504 -1.662 -2.628 0.2812 -0.2011 0.2024
H 2.934 -0.564 -1.160 0.2266 -0.1306 -0.0946
H 0.182 -1.523 -2.057 -0.0478 0.1474 -0.1239
H 0.969 0.730 -0.089 0.1553 -0.2710 0.4457
H -1.627 -0.782 -0.695 0.0276 0.2326 -0.3776
H -2.222 1.503 0.539 -0.3301 -0.3256 -0.9352
H -0.166 1.592 2.143 -0.4032 0.2410 0.1549
H -0.646 -0.046 2.378 -0.2628 0.0207 0.1254
H -1.848 1.217 2.730 0.0434 0.1743 0.0728
```
Positions in Å, forces in eV/Å.

## Properties
Gap between HOMO and LUMO = 9.0 eV
Relative energy (zero: lowest compared OMol25 entry of this formula, charge and spin) = 41.8 kcal per mole
Energy = -250.6004 hartree
Total charge = 0



Record 2
A structure of composition C31H29N5S5ScSi at a distorted geometry, computed with ωB97M-V/def2-TZVPD.

Structure (XYZ):
```
72
Properties=species:S:1:pos:R:3:forces:R:3
Sc 0.336 0.062 0.255 0.9734 1.4556 -0.5852
C 2.900 -5.231 -0.176 -0.0256 -0.0421 0.0054
C 1.577 -5.598 0.053 -0.0074 0.0109 -0.0004
C 0.598 -4.634 0.218 0.0037 -0.1593 -0.0264
C 0.954 -3.293 0.150 -0.2858 0.3855 0.0485
C 2.268 -2.915 -0.072 0.1473 -0.0482 0.0111
C 3.244 -3.891 -0.237 -0.0644 0.0575 0.0089
N -0.013 -2.225 0.298 0.3717 -0.2985 0.0943
N -1.164 -2.599 0.561 -0.5932 0.0253 0.0793
C -2.156 -1.581 0.725 0.0408 -0.3739 -0.0393
C -3.430 -2.091 0.967 -0.1166 -0.0294 0.0171
C -4.483 -1.210 1.136 0.0690 -0.0082 -0.0066
C -4.234 0.157 1.064 -0.0418 0.0278 0.0077
C -2.949 0.636 0.828 -0.0180 0.0194 -0.0003
C -1.860 -0.216 0.646 0.1353 -0.1602 0.1619
H 3.659 -5.993 -0.304 -0.0073 0.0003 -0.0001
H 1.305 -6.645 0.104 0.0200 0.0019 -0.0038
H -0.432 -4.906 0.397 0.0195 0.0225 -0.0051
H 2.540 -1.866 -0.105 -0.0008 -0.0031 -0.0088
H 4.269 -3.590 -0.411 -0.0107 -0.0073 0.0011
H -3.569 -3.165 1.020 -0.0195 0.0179 0.0024
H -5.484 -1.578 1.327 0.0011 0.0006 0.0002
H -5.050 0.858 1.202 -0.0078 -0.0133 0.0014
H -2.793 1.711 0.790 -0.0154 0.0008 0.0080
S 5.010 5.636 -1.296 -0.1137 -0.0327 -0.2033
C 3.885 4.415 -1.207 0.2449 -0.0121 0.5316
S 4.240 2.760 -1.483 0.1075 -0.1262 -0.2402
C 2.673 2.077 -1.116 0.0486 -0.3342 -0.0137
C 1.746 2.962 -0.702 -0.2925 0.0718 0.1495
S 0.081 2.638 -0.242 0.0779 -0.2898 0.1219
S 2.291 4.622 -0.618 -0.2333 0.1747 -0.0884
S 2.469 0.351 -1.339 0.0373 0.0983 -0.0191
N -2.139 0.431 -6.878 -0.0461 0.0179 -0.1326
C -2.264 0.037 -8.195 -0.0677 0.1980 0.1100
C -2.823 0.650 -9.312 0.0289 -0.0623 -0.0026
C -2.768 -0.059 -10.497 0.0271 -0.0597 -0.0050
C -2.177 -1.333 -10.564 -0.0267 0.0740 0.0391
C -1.625 -1.928 -9.447 0.0107 -0.0267 -0.0212
C -1.670 -1.227 -8.243 0.1288 -0.2265 0.0788
N -1.193 -1.585 -6.989 -0.0834 0.0273 -0.2086
C -1.489 -0.578 -6.217 0.0645 0.0414 0.2968
C -1.172 -0.496 -4.779 -0.0828 -0.0432 -0.3626
C -1.645 0.533 -3.980 -0.0398 0.0816 0.1333
C -1.304 0.556 -2.638 -0.0423 -0.0158 -0.1081
N -0.523 -0.364 -2.085 0.0319 -0.2168 0.2676
C -0.068 -1.353 -2.855 -0.0384 0.0061 -0.0634
C -0.372 -1.469 -4.197 0.0753 -0.0333 0.0780
H -2.419 1.311 -6.485 0.0115 0.0182 -0.0026
H -3.276 1.632 -9.262 0.0044 -0.0087 0.0065
H -3.189 0.377 -11.394 0.0031 -0.0051 0.0018
H -2.155 -1.854 -11.513 -0.0060 0.0125 0.0012
H -1.166 -2.907 -9.491 -0.0119 0.0216 0.0010
H -2.277 1.323 -4.363 -0.0046 -0.0160 -0.0037
H -1.641 1.352 -1.987 -0.0121 0.0053 0.0039
H 0.587 -2.076 -2.382 0.0028 0.0074 0.0123
H 0.019 -2.283 -4.792 -0.0139 0.0139 -0.0030
C 2.219 0.315 5.135 0.1543 0.0130 0.1830
Si 0.940 0.305 3.759 -0.1962 -0.0296 0.0476
C -0.036 1.894 3.893 -0.0883 0.2110 0.0332
C -0.217 -1.133 4.117 -0.0827 -0.1771 0.0249
C 1.642 0.128 2.092 -0.1330 -0.3159 -0.3932
H 1.753 0.452 6.117 0.0469 -0.0106 -0.0309
H 2.940 1.123 4.982 -0.0198 -0.0266 0.0266
H 2.777 -0.627 5.151 -0.0138 0.0387 0.0084
H -0.308 2.118 4.930 -0.0179 0.0099 -0.0404
H -0.953 1.844 3.299 0.0338 0.0035 0.0067
H 0.555 2.728 3.503 -0.0486 0.0043 0.0352
H -0.547 -1.154 5.160 0.0008 -0.0006 -0.0391
H 0.293 -2.081 3.907 -0.0528 0.0110 0.0281
H -1.106 -1.085 3.479 0.0436 -0.0092 0.0350
H 2.274 -0.772 2.053 0.0296 0.0055 0.0003
H 2.290 0.980 1.846 -0.0133 0.0294 -0.0520
```
Positions in Å, forces in eV/Å.

## Properties
Gap between HOMO and LUMO = 5.3 eV
Relative energy (zero: lowest compared OMol25 entry of this formula, charge and spin) = 0.0 kcal per mole
Energy = -4513.8472 hartree
Total charge = -1



Record 3
A structure of composition C14H22FeINO4P, computed with ωB97M-V/def2-TZVPD.

Structure (XYZ):
```
44
Properties=species:S:1:pos:R:3:forces:R:3
Fe 0.024 -1.341 -0.584 -0.0484 0.1982 0.1250
C 0.714 5.635 -0.646 0.0063 0.0155 0.0017
O 0.808 5.149 0.703 0.0027 -0.0461 0.0289
C 0.694 3.854 0.921 -0.0255 0.0233 -0.1493
C 0.808 3.483 2.296 0.0077 0.0388 -0.0071
C 0.706 2.150 2.691 -0.0167 -0.1862 -0.0799
C 0.495 1.135 1.779 0.0527 0.0559 0.1753
C 0.426 -0.268 2.231 -0.0094 -0.0727 0.0463
C 0.553 -0.635 3.675 -0.0043 -0.0681 -0.0157
O 0.288 -1.204 1.431 0.0006 0.0682 0.0321
C 0.383 1.507 0.358 0.0437 -0.0445 -0.1279
O 0.203 0.657 -0.555 -0.0355 0.0662 0.1084
C 0.487 2.880 -0.021 0.0099 0.1238 -0.0004
H 0.840 6.709 -0.575 -0.0047 -0.0198 -0.0138
H -0.265 5.398 -1.061 0.0106 0.0005 -0.0124
H 1.511 5.203 -1.253 -0.0158 0.0068 -0.0129
H 0.979 4.266 3.023 -0.0017 0.0207 0.0073
H 0.809 1.943 3.744 -0.0010 -0.0534 0.0046
H 0.339 0.159 4.379 -0.0303 0.0108 -0.0078
H 1.577 -0.983 3.841 0.0073 0.0365 0.0114
H -0.104 -1.481 3.868 0.0175 -0.0103 -0.0021
H 0.397 3.090 -1.076 0.0024 0.0345 0.0091
N 2.773 -3.633 -2.732 0.0285 -0.0096 -0.0072
C 2.511 -2.736 -1.804 -0.0773 0.1386 0.0437
O 1.325 -2.426 -1.535 0.0281 -0.2475 -0.1695
C 3.647 -2.081 -1.091 0.0138 -0.0651 0.0564
I 4.017 -0.198 -2.024 -0.0112 0.0149 0.0238
H 2.019 -4.050 -3.257 0.0042 -0.0104 0.0073
H 3.720 -3.881 -2.970 -0.0106 -0.0143 -0.0022
H 4.560 -2.667 -1.124 0.0190 0.0447 -0.0330
H 3.364 -1.883 -0.061 0.0289 -0.0243 -0.0096
C -3.026 -1.304 -2.542 -0.0070 0.0023 -0.0063
P -2.347 -1.769 -0.926 -0.0188 -0.0074 -0.0142
C -3.235 -0.720 0.266 -0.0479 -0.0181 -0.0174
C -2.966 -3.445 -0.615 -0.0040 -0.0085 0.0041
H -4.114 -1.386 -2.538 0.0072 -0.0089 0.0188
H -2.629 -1.957 -3.318 0.0133 -0.0030 0.0054
H -2.750 -0.277 -2.781 -0.0021 0.0035 0.0017
H -4.314 -0.836 0.146 0.0173 -0.0120 -0.0125
H -2.980 0.328 0.107 0.0135 -0.0024 0.0000
H -2.969 -1.003 1.285 0.0164 0.0025 -0.0047
H -4.056 -3.463 -0.667 0.0068 0.0181 -0.0063
H -2.653 -3.784 0.372 -0.0004 0.0031 0.0031
H -2.569 -4.135 -1.360 0.0145 0.0051 -0.0022
```
Positions in Å, forces in eV/Å.

## Properties
Gap between HOMO and LUMO (spin up / spin down) = 8.9 / 6.0 eV
Energy = -2804.6574 hartree
Total charge = +2
⟨S²⟩ = 8.79
Spin multiplicity = 6



Record 4
A cluster of 2 separate species, CHNO2P in total at a distorted geometry, computed with ωB97M-V/def2-TZVPD.

Structure (XYZ):
```
6
Properties=species:S:1:pos:R:3:forces:R:3
C 0.541 -0.839 1.191 -0.0295 0.1965 -0.2269
N 0.387 -0.227 2.156 0.0939 0.0775 0.7020
O -1.175 2.501 -1.386 1.4262 0.8233 -5.3628
O 1.330 -2.422 -0.873 -0.6816 0.9564 0.3700
P 0.300 -1.356 -0.545 0.4607 -0.9837 -0.8766
H -1.382 2.342 -0.543 -1.2697 -1.0700 5.3944
```
Positions in Å, forces in eV/Å.

## Properties
Gap between HOMO and LUMO (spin up / spin down) = 8.6 / 3.7 eV
Relative energy (zero: lowest compared OMol25 entry of this formula, charge and spin) = 89.1 kcal per mole
Energy = -585.2460 hartree
Total charge = -1



Which of these has the highest energy?
C5H9N